Record 1
C3H4O2 | the ωB97M-V functional and the def2-TZVPD basis

Computed properties:
Kohn-Sham gap = 10.2 eV
Relative energy (zero: lowest compared OMol25 entry of this formula, charge and spin) = 88.35 kcal/mol
HOMO level = -9.610 eV
Electronic energy = -267.0520 hartree
E_LUMO = 0.6 eV

Cartesian coordinates (Å):
O: 2.424 -1.257 0.735
O: -1.688 -1.081 0.500
C: -2.088 -0.022 0.890
C: 1.648 1.063 0.229
C: 2.054 -0.051 0.377
H: -2.008 0.428 1.936
H: 1.278 2.033 -0.120
H: 3.232 -1.377 0.171
H: -2.764 0.458 0.124

Cartesian forces, eV/Å:
1.465 0.137 -1.343
0.937 -0.283 1.013
-1.696 0.064 -0.951
-0.487 1.434 -0.878
-0.638 0.125 0.793
0.368 -0.570 -1.015
0.424 -1.066 0.512
-0.784 -0.610 0.923
0.411 0.768 0.945

***

Record 2
C3H4O2 | the ωB97M-V functional and the def2-TZVPD basis

Computed properties:
Kohn-Sham gap = 10.6 eV
Relative energy (zero: lowest compared OMol25 entry of this formula, charge and spin) = 47.62 kcal/mol
HOMO level = -9.638 eV
Electronic energy = -267.1169 hartree
E_LUMO = 0.9 eV

Cartesian coordinates (Å):
O: -1.309 -0.665 0.628
O: -0.102 0.970 -0.162
C: -1.133 0.473 0.563
C: 1.495 -1.011 -0.379
C: 0.992 0.255 -0.586
H: 0.996 -1.915 -0.225
H: -1.922 1.171 0.932
H: 1.535 0.980 -1.030
H: 2.557 -0.975 -0.989

Cartesian forces, eV/Å:
-0.678 -4.482 0.974
-0.924 1.228 0.730
-0.066 2.294 -1.334
2.127 4.090 -3.609
-0.640 -3.744 2.265
-0.568 -0.967 0.858
1.198 0.487 -0.262
2.255 1.856 -1.487
-2.705 -0.762 1.862

***

Record 3
C3H4O2 | the ωB97M-V functional and the def2-TZVPD basis

Computed properties:
Kohn-Sham gap = 8.6 eV
Relative energy (zero: lowest compared OMol25 entry of this formula, charge and spin) = 98.64 kcal/mol
HOMO level = -8.972 eV
Electronic energy = -267.0356 hartree
E_LUMO = -0.3 eV

Cartesian coordinates (Å):
O: 1.617 1.150 -0.388
O: 0.979 -0.831 -1.240
C: 0.875 0.245 -0.436
C: -1.662 0.667 0.205
C: -0.422 0.053 0.526
H: -0.752 -0.968 0.182
H: -2.346 0.595 1.155
H: -0.055 -0.056 1.711
H: 1.766 -0.856 -1.714

Cartesian forces, eV/Å:
1.255 1.301 -0.024
-2.529 -0.286 1.476
-2.727 -1.263 1.253
-1.238 0.237 0.980
2.819 -0.776 1.774
-0.380 0.171 0.431
1.097 -0.015 -1.427
-0.750 0.280 -3.027
2.453 0.351 -1.437

***

Record 4
C3H4O2 | the ωB97M-V functional and the def2-TZVPD basis

Computed properties:
Kohn-Sham gap = 10.6 eV
Relative energy (zero: lowest compared OMol25 entry of this formula, charge and spin) = 80.55 kcal/mol
HOMO level = -9.845 eV
Electronic energy = -267.0644 hartree
E_LUMO = 0.7 eV

Cartesian coordinates (Å):
O: 1.168 -0.641 0.446
O: -2.166 -0.056 -0.180
C: -1.133 -0.222 0.535
C: 0.029 -0.678 -0.387
C: 0.888 0.602 -0.224
H: -0.088 -1.134 -1.263
H: 1.625 0.501 -0.931
H: 0.733 1.443 0.451
H: -1.056 0.185 1.552

Cartesian forces, eV/Å:
0.549 -1.192 0.135
2.055 -0.356 3.399
-3.743 -0.298 -6.404
0.170 5.600 7.923
-0.321 -2.847 0.879
-0.375 -2.134 -3.229
1.531 1.800 -2.139
-0.281 -0.084 -0.573
0.415 -0.490 0.008

***

Record 5
C3H4O2 | the ωB97M-V functional and the def2-TZVPD basis

Computed properties:
Kohn-Sham gap = 9.4 eV
Relative energy (zero: lowest compared OMol25 entry of this formula, charge and spin) = 50.40 kcal/mol
HOMO level = -9.460 eV
Electronic energy = -267.1125 hartree
E_LUMO = -0.1 eV

Cartesian coordinates (Å):
O: 0.812 -1.243 1.206
O: 0.063 0.254 -1.942
C: 0.032 0.097 -0.743
C: 0.486 -1.393 0.028
C: -0.432 1.063 0.245
H: 0.681 -2.591 -0.272
H: -0.228 2.136 -0.160
H: -1.600 0.858 0.424
H: 0.186 0.821 1.214

Cartesian forces, eV/Å:
-0.767 -0.043 -2.108
0.295 -0.518 1.478
-0.010 -2.447 -1.909
1.444 -0.873 2.242
-0.479 1.264 1.986
-0.962 3.145 -0.656
-0.611 -1.947 0.863
2.654 0.587 -0.260
-1.564 0.832 -1.635

***

Record 6
C3H4O2 | the ωB97M-V functional and the def2-TZVPD basis

Computed properties:
Kohn-Sham gap = 8.0 eV
Relative energy (zero: lowest compared OMol25 entry of this formula, charge and spin) = 108.72 kcal/mol
HOMO level = -7.802 eV
Electronic energy = -267.0195 hartree
E_LUMO = 0.2 eV

Cartesian coordinates (Å):
O: 2.889 0.034 0.552
O: 0.014 -0.032 -1.841
C: 0.549 -1.131 -1.259
C: 2.147 0.016 -0.338
C: 0.510 1.094 -1.278
H: -0.023 -1.560 -0.430
H: 0.910 1.813 -1.997
H: -0.028 1.465 -0.400
H: 1.017 -1.824 -1.962

Cartesian forces, eV/Å:
-0.630 -0.030 -1.282
2.333 0.178 0.816
1.151 -1.667 0.574
-3.147 -0.043 -0.542
1.057 1.483 0.532
0.267 0.067 -0.075
-0.613 0.074 0.120
0.207 0.042 -0.172
-0.626 -0.103 0.029

***

Record 7
C3H4O2 | the ωB97M-V functional and the def2-TZVPD basis

Computed properties:
Kohn-Sham gap (alpha / beta) = 8.4 / 7.3 eV
Relative energy (zero: lowest compared OMol25 entry of this formula, charge and spin) = 173.76 kcal/mol
HOMO level (alpha / beta) = -9.064 / -8.099 eV
Electronic energy = -266.9159 hartree
E_LUMO (alpha / beta) = -0.7 / -0.8 eV

Cartesian coordinates (Å):
O: 0.012 -1.009 -1.373
O: -2.140 0.808 1.111
C: 0.675 -0.838 -0.129
C: 0.146 0.443 0.322
C: 0.483 0.309 -1.097
H: -1.995 -0.031 1.625
H: 1.434 -1.571 0.251
H: 1.254 0.660 -1.781
H: 0.131 1.230 1.073

Cartesian forces, eV/Å:
0.004 0.385 0.828
2.381 -1.551 -0.112
-0.111 -0.462 1.806
-2.052 -0.803 -1.555
0.721 0.088 0.211
-0.439 1.110 -0.620
-0.711 1.129 -0.690
-0.486 0.564 0.271
0.694 -0.460 -0.141

***

Record 8
C3H4O2S | the ωB97M-V functional and the def2-TZVPD basis

Computed properties:
Net charge = -2
Kohn-Sham gap = 5.5 eV
Relative energy (zero: lowest compared OMol25 entry of this formula, charge and spin) = 3.10 kcal/mol
HOMO level = 0.830 eV
Electronic energy = -665.3609 hartree
E_LUMO = 6.3 eV

Cartesian coordinates (Å):
S: 2.329 0.267 1.471
O: -1.404 -1.382 -0.706
O: -2.119 0.639 -1.321
C: -1.307 -0.130 -0.734
C: -0.196 0.512 0.138
C: 1.052 -0.357 0.262
H: 0.751 -1.274 0.752
H: -0.573 0.774 1.136
H: 1.428 -0.561 -0.745
H: 0.039 1.511 -0.253

Cartesian forces, eV/Å:
0.101 0.230 -0.489
0.282 -0.098 -0.122
0.339 0.335 -0.098
-0.918 -0.166 0.558
0.232 0.521 -0.315
-0.075 0.311 1.121
-0.191 -0.376 -0.555
-0.174 -0.490 -0.018
0.252 -0.059 0.199
0.152 -0.208 -0.281

***

Record 9
C3H4O2S | the ωB97M-V functional and the def2-TZVPD basis

Computed properties:
Kohn-Sham gap = 7.9 eV
Relative energy (zero: lowest compared OMol25 entry of this formula, charge and spin) = 36.49 kcal/mol
HOMO level = -9.509 eV
Electronic energy = -665.3275 hartree
E_LUMO = -1.6 eV

Cartesian coordinates (Å):
S: -0.988 0.201 2.125
O: 0.622 -1.648 -0.664
O: -0.712 0.625 -1.519
C: 0.409 -1.316 0.470
C: -0.181 0.029 0.757
C: -0.029 1.059 -0.311
H: -0.381 2.088 0.007
H: 0.631 -1.934 1.379
H: -0.409 -0.270 -1.669
H: 1.036 1.166 -0.574

Cartesian forces, eV/Å:
-0.173 0.136 0.417
0.219 -0.655 -0.180
-0.121 1.014 1.114
0.232 0.240 0.461
-0.169 0.121 0.311
-0.041 0.938 -1.197
0.040 -1.438 -0.422
-0.178 0.085 -0.585
0.237 -0.384 -0.224
-0.045 -0.056 0.306

***

Record 10
C3H4O2S | the ωB97M-V functional and the def2-TZVPD basis

Computed properties:
Kohn-Sham gap = 9.0 eV
Relative energy (zero: lowest compared OMol25 entry of this formula, charge and spin) = 39.92 kcal/mol
HOMO level = -9.215 eV
Electronic energy = -665.3220 hartree
E_LUMO = -0.2 eV

Cartesian coordinates (Å):
S: 2.492 -0.347 -0.066
O: -2.967 -0.795 0.182
O: 0.165 0.853 -0.283
C: 0.939 -0.031 0.366
C: -2.033 -0.272 -0.410
C: -1.170 0.904 0.186
H: -1.154 0.770 1.303
H: -1.580 1.861 -0.126
H: 0.508 -0.486 1.200
H: -1.637 -0.674 -1.379

Cartesian forces, eV/Å:
-1.393 0.264 0.342
1.671 1.246 -1.144
0.225 -0.529 0.015
2.440 0.794 -2.066
-0.347 -0.594 1.139
-0.847 -1.171 0.841
-0.416 0.439 -0.975
-0.076 0.065 0.169
-0.911 -0.753 1.371
-0.346 0.238 0.308

***

Record 11
C3H4O2S | the ωB97M-V functional and the def2-TZVPD basis

Computed properties:
Kohn-Sham gap = 9.1 eV
Relative energy (zero: lowest compared OMol25 entry of this formula, charge and spin) = 39.25 kcal/mol
HOMO level = -9.134 eV
Electronic energy = -665.3231 hartree
E_LUMO = 0.0 eV

Cartesian coordinates (Å):
S: 2.715 0.166 -0.036
O: -0.431 1.639 -0.292
O: 0.533 -1.389 -0.365
C: -0.832 -0.850 -0.010
C: -0.108 0.470 0.432
C: 1.118 -0.208 -0.012
H: -0.157 0.650 1.473
H: -1.534 -0.719 -0.840
H: 0.001 1.652 -1.157
H: -1.304 -1.410 0.807

Cartesian forces, eV/Å:
-1.506 -0.280 -0.167
-0.154 -0.009 0.478
-0.961 0.862 0.185
0.548 0.587 0.570
-1.365 0.075 -1.929
2.550 -1.142 -0.050
-0.057 0.445 1.041
0.550 -0.239 -0.092
0.051 -0.198 0.270
0.345 -0.101 -0.308

***

Record 12
C3H4O2S | the ωB97M-V functional and the def2-TZVPD basis

Computed properties:
Kohn-Sham gap = 9.7 eV
Relative energy (zero: lowest compared OMol25 entry of this formula, charge and spin) = 31.54 kcal/mol
HOMO level = -9.851 eV
Electronic energy = -665.3354 hartree
E_LUMO = -0.2 eV

Cartesian coordinates (Å):
S: 1.933 -0.124 -0.075
O: -1.355 -1.851 -0.322
O: -1.358 1.718 -0.255
C: -0.524 1.087 0.292
C: 0.164 -0.098 -0.321
C: -0.471 -1.297 0.291
H: -0.238 1.381 1.313
H: -0.176 -1.573 1.332
H: 2.212 0.837 -0.909
H: -0.186 -0.080 -1.346

Cartesian forces, eV/Å:
0.255 -0.768 0.746
0.581 -0.152 0.859
-1.193 0.735 -1.175
0.830 0.281 1.441
-0.306 0.350 -0.504
-1.075 -0.733 -0.236
0.359 -0.231 0.306
-0.077 -0.105 -0.410
0.196 0.826 -0.668
0.430 -0.205 -0.358

***

Please write out number 10 again, unchanged.
C3H4O2S | the ωB97M-V functional and the def2-TZVPD basis

Computed properties:
Kohn-Sham gap = 9.0 eV
Relative energy (zero: lowest compared OMol25 entry of this formula, charge and spin) = 39.92 kcal/mol
HOMO level = -9.215 eV
Electronic energy = -665.3220 hartree
E_LUMO = -0.2 eV

Cartesian coordinates (Å):
S: 2.492 -0.347 -0.066
O: -2.967 -0.795 0.182
O: 0.165 0.853 -0.283
C: 0.939 -0.031 0.366
C: -2.033 -0.272 -0.410
C: -1.170 0.904 0.186
H: -1.154 0.770 1.303
H: -1.580 1.861 -0.126
H: 0.508 -0.486 1.200
H: -1.637 -0.674 -1.379

Cartesian forces, eV/Å:
-1.393 0.264 0.342
1.671 1.246 -1.144
0.225 -0.529 0.015
2.440 0.794 -2.066
-0.347 -0.594 1.139
-0.847 -1.171 0.841
-0.416 0.439 -0.975
-0.076 0.065 0.169
-0.911 -0.753 1.371
-0.346 0.238 0.308

***

The highest electronic energy belongs to which entry?
number 7